The following is a DFT calculation (ωB97M-V with the def2-TZVPD basis set) of a molecular structure, C5H11N3O.

```
20
Properties=species:S:1:pos:R:3:mulliken_charge:R:1
C -2.14164 -1.57269 -0.13128 -0.881
C 0.12130 -0.63573 -0.06305 0.611
C 1.52173 -1.08946 -0.07011 -0.418
C 0.70210 1.69608 -0.60874 -1.270
C -1.35071 1.10202 0.74645 -0.944
H -2.37365 -0.96094 -0.94213 0.334
H -2.70563 -2.47546 -0.53064 0.251
H -2.51454 -1.51706 0.92685 0.339
H 1.71551 -2.05562 -0.37203 0.539
H 4.45405 -0.22135 0.72644 0.368
H 1.33059 2.49306 0.03572 0.205
H -0.02769 2.49067 -1.40972 0.261
H 1.00409 1.06205 -1.15177 0.852
H -1.99461 1.38186 -0.04187 0.405
H -1.41347 2.35976 0.86950 0.277
H -1.74219 0.07172 1.64005 0.187
N -0.72852 -1.74047 -0.09617 -0.500
N 2.46212 -0.21765 0.29544 -0.207
N -0.08643 0.69621 0.04575 0.054
O 3.76758 -0.86700 0.13131 -0.462
```

**E_HOMO**: -8.329 eV
**Energy above the lowest of the compared OMol25 structures with the same formula, charge and spin**: 951.55 kJ/mol
**Largest force on an atom**: 13.644 eV Å⁻¹
**E_LUMO**: 0.371 eV

---

The following is a DFT calculation (ωB97M-V with the def2-TZVPD basis set) of a molecular structure, C20H29N4OPReS6Sb.

```
63
Properties=species:S:1:pos:R:3:lowdin_spin:R:1
Re -0.67958 0.85509 -0.46231 1.047
C -5.81308 -0.81430 -0.86312 0.000
C -5.09916 -0.04141 0.17649 0.001
N -5.57863 0.38216 1.29506 0.002
N -4.55240 1.05422 1.89168 0.007
C -3.43215 1.05533 1.16796 0.009
S -1.93322 1.72893 1.51933 0.022
N -3.77364 0.35115 0.06160 0.003
N -2.88795 0.14497 -0.99377 0.012
H -6.79337 -1.09504 -0.48926 0.000
H -5.26104 -1.71617 -1.13221 0.000
H -5.93753 -0.21092 -1.76432 0.000
H -4.69001 1.49844 2.78380 0.000
H -2.93989 -0.81510 -1.31946 0.001
H -3.12458 0.71528 -1.81619 0.000
S -2.61999 -0.08033 -3.85776 0.001
Sb -1.27766 1.73952 -4.19670 0.039
S -1.20125 2.63686 -1.83053 -0.049
S 0.68965 -0.30844 -2.06061 -0.049
S 1.05654 0.70858 -3.71576 -0.054
C 1.03319 3.75270 0.35624 -0.002
P 1.30596 1.95658 0.30388 -0.001
C 1.75110 1.49581 2.00503 -0.005
C 1.17727 0.37705 2.60349 -0.002
C 1.52437 0.02819 3.90057 0.000
C 2.43854 0.79562 4.60512 0.000
C 3.02829 1.89998 4.00428 0.000
C 2.69441 2.24618 2.70613 -0.001
C 2.87611 1.73728 -0.57255 0.003
C 3.47150 2.75120 -1.31417 0.000
C 4.68316 2.51891 -1.95151 -0.001
C 5.29771 1.28135 -1.85448 -0.001
C 4.70307 0.26490 -1.11717 0.000
C 3.49738 0.49157 -0.47837 -0.001
H 1.86988 4.26641 0.82849 0.000
H 0.11716 3.94239 0.91397 0.000
H 0.89331 4.11054 -0.66092 -0.003
H 0.46428 -0.22331 2.05293 -0.001
H 1.07925 -0.84112 4.36800 0.000
H 2.69528 0.53137 5.62239 0.000
H 3.75181 2.49135 4.55018 0.000
H 3.18048 3.08891 2.22934 0.000
H 2.99615 3.71871 -1.40605 0.000
H 5.14470 3.31293 -2.52399 0.000
H 6.24196 1.10747 -2.35313 0.000
H 5.18730 -0.69973 -1.03734 0.000
H 3.03245 -0.29303 0.10885 0.000
C -2.48976 -4.01427 -1.92547 0.000
C -1.43910 -2.96010 -1.61261 0.000
S -1.36282 -2.64899 0.19101 0.003
O -0.82858 -1.24895 0.44569 0.020
C 0.02412 -3.74234 0.65030 0.000
C 1.35938 -3.26853 0.10199 0.000
H -2.49649 -4.19236 -2.99994 0.000
H -3.49069 -3.68664 -1.64035 0.000
H -2.28411 -4.96235 -1.42624 0.000
H -1.68852 -2.00614 -2.08366 -0.001
H -0.45303 -3.25663 -1.96160 0.000
H -0.26031 -4.73938 0.30907 0.000
H 0.01828 -3.72951 1.74024 0.000
H 1.47084 -3.48149 -0.95924 0.000
H 2.16763 -3.76759 0.63445 0.000
H 1.46604 -2.19377 0.25323 0.000
```

**Spin multiplicity**: 2
**E_HOMO (alpha / beta)**: -9.698 / -9.998 eV
**Energy above the lowest of the compared OMol25 structures with the same formula, charge and spin**: 74.13 kJ/mol
**Largest force on an atom**: 2.259 eV Å⁻¹
**Charge**: +1
**⟨S²⟩**: 0.9833
**E_LUMO (alpha / beta)**: -4.983 / -4.312 eV

---

- Which value of energy above the lowest of the compared OMol25 structures with the same formula, charge and spin does entry 2 give?
  74.13 kJ/mol

---

- What is the formula in the first record?
  C5H11N3O

---

- Which value of largest force on an atom does entry 1 give?
  13.644 eV Å⁻¹